Molecular formula: C5H6O2S
Method: DFT, wB97M-V/def2-TZVPD

Output
**Charge**: 0
**ΔE to the lowest compared entry with this formula, charge and spin**: 55.9 kcal per mole
**SMILES**: O=CS/C=C\[C@H]1CO1
**HOMO-LUMO gap**: 9.95 eV
**Highest occupied orbital energy**: -0.3428 Eh
**LUMO level**: 0.62 eV

Each line ends with the Löwdin charge.
Element x y z (Å)
1 O -2.963 -1.467 -0.244  0.005
2 C -2.104 -0.652 -0.365  -0.617
3 S -1.796 0.649 0.757  0.969
4 C -0.570 1.585 -0.114  -0.411
5 C 0.579 1.077 -0.543  -0.120
6 C 1.163 -0.277 -0.286  -0.304
7 C 1.217 -0.895 1.019  -0.144
8 O 0.521 -1.542 -0.028  -0.050
9 H -1.370 -0.612 -1.189  0.088
10 H -0.761 2.656 -0.112  0.066
11 H 1.201 1.767 -1.122  0.113
12 H 2.023 -0.460 -0.989  0.154
13 H 2.178 -1.377 1.298  0.120
14 H 0.682 -0.451 1.920  0.129